Record 1
The following is a DFT calculation (wB97M-V/def2-TZVPD) of a 4-piece molecular cluster, C33H51F9N2O10P overall.

- charge = +1

Last column: Mulliken charge in e.
Positions of all 106 atoms, in Å:
P 5.36794 0.53712 -1.16504  0.9487
F -6.55020 5.56523 -0.14267  -0.2411
F -6.43198 3.51065 0.51800  -0.2536
F 1.18510 0.10965 5.59350  -0.2637
F -0.82852 0.84768 5.31759  -0.2472
F -8.23064 2.04999 6.41553  -0.2538
F -8.34777 4.50837 0.41443  -0.2409
F -7.95657 2.03979 8.55850  -0.2621
F 0.65626 2.08356 6.28361  -0.2489
F -6.74831 3.33959 7.32424  -0.2574
O 6.21413 -3.42985 -6.73615  -0.5542
O 0.95881 0.80436 2.99826  -0.3522
O 5.61841 0.45396 0.52696  -0.5307
O 6.70523 1.43201 -1.79112  -0.5575
O 1.01641 2.95842 3.67778  -0.5031
O 4.10120 1.37723 -1.37961  -0.6518
O -6.12820 6.02014 2.55825  -0.5065
O -6.36914 -0.00012 6.59004  -0.5098
O -7.65744 4.42101 3.01630  -0.3416
O -5.18023 1.26472 8.03611  -0.2981
N 4.27184 -2.79288 -5.60435  0.2614
N 5.72763 -3.75895 -2.05644  0.1490
C 4.92373 -2.57143 1.05787  -0.0245
C -7.54983 4.72709 4.41724  0.1209
C 5.77746 -2.48928 -1.36983  -0.3299
C 4.78453 -2.63636 -4.21272  -0.0018
C -0.67946 1.63220 -3.21984  -0.8023
C -7.29307 2.10235 7.38474  1.0061
C 5.33959 -1.13944 -2.01085  0.7231
C 2.76180 1.45810 1.50610  -0.5234
C 2.82685 -3.21611 -5.43903  -0.4985
C -3.24521 0.43063 6.82917  -0.9687
C -4.14231 0.27065 8.04112  -0.3711
C 4.81594 -1.22177 -3.49917  -0.4518
C 4.56575 -5.26306 -6.76420  -0.8233
C 0.85542 1.78988 3.91629  0.3537
C -1.78110 0.77947 -2.36584  -0.4674
C 5.05652 -3.79319 -6.36103  0.6095
C 6.28589 -2.54639 0.16490  -0.8625
C 3.93403 -3.56365 0.70579  -0.6841
C 1.27163 1.22533 1.65986  -0.2906
C -1.81463 -3.98380 -3.91288  -0.9161
C 5.26172 -3.88607 -3.42436  -0.3207
C -2.12129 -0.64482 -3.03106  -0.4759
C 2.67627 0.06016 -4.16162  -0.4801
C -6.25074 0.99321 7.26014  0.2709
C -7.05293 4.68955 0.74657  0.8732
C 0.76704 1.10305 -2.67992  0.0877
C -2.26397 -3.28936 -2.51275  -0.5756
C 4.29030 0.11643 -4.24388  -0.7126
C -1.48765 -1.90867 -2.21634  0.0081
C -6.87648 5.15047 2.19201  0.3572
C 1.98013 1.43082 -3.68862  -0.6790
C 0.47212 1.21163 5.27687  0.8572
C -8.39550 5.93671 4.76477  -1.1908
H 5.20835 -4.92216 -3.92762  0.1397
H 4.46453 -5.85726 -5.78395  0.2176
H 3.10018 2.27966 2.14319  0.3536
H 1.03531 1.57429 -1.65995  -0.1391
H -1.72922 -0.69927 -4.11091  0.2059
H 2.39447 -0.76901 -3.40872  0.1345
H -2.65123 -4.71101 -4.24645  0.3281
H 5.26481 -5.80152 -7.48844  0.3157
H 3.42050 -4.20436 1.51753  0.2932
H -9.42979 5.78645 4.44539  0.3224
H 4.73166 -1.81409 1.90597  0.3254
H 0.95716 0.41769 0.99507  0.2929
H -4.56616 -0.73573 8.10009  0.3101
H 2.70677 2.21698 -3.28624  0.3578
H -2.41055 -0.27084 6.87162  0.3624
H 2.27270 -0.27369 -5.17556  0.3826
H -0.40681 -2.02556 -2.56993  -0.2255
H -0.87140 -4.61792 -3.80676  0.2128
H 5.95069 1.33529 0.82524  0.3386
H -2.85202 1.44842 6.77428  0.3153
H 3.56989 -3.72588 -0.36403  0.2217
H -0.83672 1.37792 -4.32146  0.3936
H -0.79451 2.73817 -2.96400  0.3339
H 3.32245 0.56986 1.80831  0.2156
H -8.03183 6.83163 4.25403  0.3395
H 0.69408 2.11259 1.38539  0.3451
H 3.50924 -5.20250 -7.22470  0.2965
H -3.39620 -3.07946 -2.53867  0.3267
H 4.63452 0.04774 -5.34594  0.4863
H -1.38698 0.58258 -1.29510  0.1322
H 0.61570 -0.01740 -2.47508  -0.0974
H -2.73836 1.39966 -2.28335  0.3525
H -3.55998 0.42858 8.95112  0.3531
H -2.02674 -4.07055 -1.69878  0.2857
H 1.51378 1.89974 -4.64118  0.5062
H 4.75425 1.06924 -3.82432  0.4548
H 7.52294 0.97318 -1.46655  0.3604
H -6.50462 4.86791 4.70685  0.3240
H -7.91940 3.85589 4.95914  0.0622
H -3.79846 0.25302 5.90361  0.3180
H 2.73548 -4.28013 -5.00076  0.3875
H -3.25654 -0.81875 -3.04237  0.3380
H -1.73087 -3.20136 -4.74003  0.2427
H 6.02800 -4.61349 -1.55359  0.3722
H 2.28457 -2.53385 -4.67807  -0.0890
H -8.37885 6.12277 5.84033  0.3630
H 2.23498 -3.09135 -6.42136  0.2765
H 6.95821 -1.65874 0.41834  0.3618
H 6.88205 -3.49691 0.39228  0.4538
H -1.58585 -1.69187 -1.08940  0.2762
H 3.00934 1.69940 0.47229  0.0606

***

Record 2
The following is a DFT calculation (wB97M-V/def2-TZVPD) of C33H52As2F12N7O3 as an isolated structure.

- charge = +5

Last column: Mulliken charge in e.
Positions of all 109 atoms, in Å:
As -18.28930 -9.61593 10.08984  2.0891
As -19.18887 -14.30504 8.07697  1.9623
F -20.02928 -13.21092 6.97457  -0.4687
F -19.84118 -13.38967 9.44335  -0.4628
F -18.37703 -15.34227 9.20845  -0.5095
F -17.86959 -8.09011 9.30699  -0.5378
F -19.16470 -8.85259 11.40953  -0.4681
F -18.62362 -11.18782 10.75106  -0.4928
F -18.42237 -15.10165 6.73388  -0.4843
F -17.80880 -13.20311 8.16162  -0.5177
F -16.82364 -9.53559 11.03393  -0.5230
F -17.38294 -10.39856 8.79257  -0.6015
F -19.77929 -9.79512 9.12509  -0.3667
F -20.59321 -15.33610 8.12292  -0.4839
O -19.90665 -5.22632 14.99222  -0.4295
O -21.08583 -5.07492 10.61401  -0.4811
O -15.04290 -12.06983 11.56574  -0.4458
N -20.99116 -10.33328 5.48461  0.1300
N -17.29433 -10.08953 15.13583  0.1438
N -20.64925 -3.91072 8.67967  -0.1636
N -18.54572 -3.38517 14.82311  -0.1458
N -15.51622 -12.21609 9.23868  0.0324
N -20.21102 -5.69774 19.78482  0.0281
N -27.46227 -7.88784 6.31087  -0.0063
C -20.55226 -6.44180 8.73937  -0.8682
C -28.82748 -7.36616 6.58186  -0.8963
C -21.49722 -9.59168 4.48845  -0.4806
C -24.86042 -8.72441 5.93153  0.6861
C -14.89647 -14.25379 10.62745  -1.2224
C -19.64830 -10.94470 5.35678  -0.9613
C -18.34346 -6.72122 18.74598  -0.7560
C -18.31729 -9.35419 14.66202  -0.8415
C -16.73220 -11.14246 14.24720  -0.8803
C -15.13905 -12.75898 10.60872  0.7159
C -21.56841 -10.42802 6.69800  -0.6062
C -22.01217 -3.29728 8.38664  -0.7402
C -18.90658 -8.37302 15.44287  -0.6018
C -18.88640 -5.92799 19.73230  -0.5807
C -20.78788 -5.18331 9.47499  0.3232
C -19.13946 -7.22596 17.72217  1.0000
C -20.95104 -5.98833 18.69499  -0.3293
C -22.71671 -8.97530 4.61859  -0.7276
C -17.08920 -3.31644 15.30408  -0.7968
C -23.47442 -9.22488 5.77401  1.0002
C -14.69457 -10.96326 8.85212  -0.7206
C -26.58309 -7.05058 5.73715  -0.1303
C -18.17382 -5.42356 13.32328  -0.8228
C -18.48599 -8.19511 16.77686  0.9097
C -20.45069 -6.75704 17.65952  -0.4762
C -25.26580 -7.43703 5.60840  -0.8166
C -25.85754 -9.61898 6.35015  -0.6259
C -18.99411 -4.79209 14.38341  0.5697
C -27.14964 -9.17873 6.57819  -0.3945
C -17.51203 -9.05955 17.25138  -0.8424
C -20.79016 -4.94201 20.93378  -0.8143
C -22.88232 -9.95229 6.79586  -0.8444
C -16.92125 -9.97981 16.41502  -0.3193
H -23.46322 -10.18007 7.68032  0.5679
H -20.90529 -9.59355 3.58348  0.4815
H -20.78810 -5.55182 21.83118  0.3377
H -16.87211 -2.27997 15.55409  0.3918
H -18.63814 -2.72039 14.04953  0.4069
H -14.95092 -14.55410 11.66535  0.3525
H -23.16536 -8.48656 3.76421  0.5712
H -15.59587 -14.73086 9.93764  0.3628
H -18.56894 -6.42414 13.14026  -0.0245
H -15.01465 -10.19969 9.55380  0.2269
H -28.94869 -6.32657 6.29217  0.3139
H -19.19548 -3.08967 15.55688  0.3950
H -15.90449 -11.67199 14.70925  0.3217
H -16.43331 -3.68048 14.52526  0.3523
H -27.97010 -9.78065 6.94186  0.5234
H -17.13797 -5.60700 13.60835  0.4728
H -13.89622 -14.42660 10.21858  0.3771
H -22.53744 -3.13705 9.32148  0.3396
H -25.58769 -10.63785 6.59337  0.6055
H -18.29927 -5.62842 20.59126  0.5092
H -19.50089 -6.73898 8.65539  0.2593
H -21.83162 -2.34123 7.89945  0.3941
H -26.99518 -6.11311 5.39685  0.4205
H -17.56518 -11.77705 13.95870  0.3662
H -18.27944 -4.88009 12.38504  0.3780
H -20.11579 -4.05531 7.81327  0.3976
H -15.27295 -12.95778 8.57853  0.4312
H -22.50770 -3.97211 7.69677  0.2936
H -21.76801 -4.58549 20.62433  0.2994
H -19.74281 -7.77006 15.11923  0.6823
H -17.12406 -9.02633 18.26064  0.4966
H -17.31169 -6.98371 18.94047  0.4344
H -19.84162 -11.93683 4.95141  0.3702
H -21.04196 -7.31138 9.18494  0.3629
H -29.01728 -7.47684 7.64647  0.3736
H -19.18650 -10.99184 6.33583  0.1873
H -18.56912 -9.44074 13.60800  0.7071
H -15.03932 -10.61642 7.88522  0.2996
H -20.17311 -4.05251 21.05333  0.4081
H -16.49865 -11.97096 9.06614  0.2157
H -17.12154 -3.87252 16.23803  0.3080
H -29.56371 -7.91330 5.99370  0.3801
H -24.52679 -6.70312 5.31213  0.5216
H -13.68796 -11.33669 8.99937  0.4250
H -19.99530 -3.32830 9.21602  0.4142
H -19.01023 -10.40807 4.65881  0.4674
H -21.04936 -6.46005 7.76326  0.4474
H -21.06989 -6.99959 16.80838  0.5265
H -21.02819 -10.99809 7.44416  0.7936
H -16.31021 -10.66610 13.36124  0.3036
H -21.96237 -5.60655 18.70561  0.4202
H -16.08919 -10.60257 16.71436  0.4243

***

Number 1: LUMO level -4.83 eV, F_max 5.2 eV Å⁻¹, gap between HOMO and LUMO 7.38 eV. Number 2: LUMO level -12.14 eV, F_max 2.0 eV Å⁻¹, gap between HOMO and LUMO 6.94 eV.